Computed, not measured: C22H25F3N2O7S in the gas phase at a distorted geometry, with ωB97M-V/def2-TZVPD.

Last column: natural (NBO) charge in e.
Cartesian coordinates (Å):
C: 3.8147 4.3970 2.6539  -0.2571
O: 3.5170 4.9166 1.3803  -0.5563
C: 2.1906 5.3821 1.2726  -0.0886
C: 1.8954 5.7863 -0.1844  -0.2237
N: 1.6478 4.7668 -1.1726  -0.4517
C: 0.3964 4.0545 -1.1288  -0.2045
C: 0.3920 2.7969 -0.2371  -0.4471
C: 1.5674 1.8940 -0.5678  -0.3242
C: 1.2773 0.9930 -1.7377  0.6132
O: 0.2109 0.9518 -2.3362  -0.6393
N: 2.3041 0.1986 -2.1061  -0.3271
O: 2.0107 -0.7815 -3.0600  -0.5480
S: 1.7861 0.7266 0.8619  2.1841
O: 2.9271 -0.1086 0.5655  -0.9677
O: 1.8287 1.4985 2.0757  -0.9449
C: 0.3147 -0.3006 0.8685  -0.3680
C: 0.2937 -1.4599 0.1154  -0.1643
C: -0.8631 -2.2122 0.0433  -0.2426
C: -2.0005 -1.7965 0.7338  0.3150
O: -3.1972 -2.4426 0.6662  -0.4696
C: -3.2640 -3.7895 0.4252  0.2748
C: -4.3397 -4.2487 -0.3248  -0.2316
C: -4.5176 -5.6029 -0.5488  -0.2105
C: -3.6064 -6.4985 -0.0160  0.2435
O: -3.6740 -7.8934 -0.1788  -0.4895
C: -4.6366 -8.4382 -0.8929  1.1686
F: -5.8753 -8.2090 -0.4203  -0.3289
F: -4.6654 -8.0407 -2.1780  -0.3287
F: -4.4700 -9.7554 -0.9038  -0.3049
C: -2.5355 -6.0523 0.7462  -0.2148
C: -2.3642 -4.7021 0.9712  -0.2613
C: -1.9691 -0.6231 1.4888  -0.2549
C: -0.8109 0.1243 1.5522  -0.1517
C: 2.8804 2.6606 -0.6469  -0.4431
C: 2.7392 3.9025 -1.5434  -0.2106
H: 3.1930 3.5219 2.8815  0.1886
H: 3.6652 5.1545 3.4331  0.1650
H: 4.8620 4.1027 2.6308  0.1942
H: 1.4907 4.6135 1.6261  0.1646
H: 2.0601 6.2700 1.9135  0.1690
H: 2.7532 6.3694 -0.5316  0.2062
H: 1.0191 6.4408 -0.1757  0.1986
H: -0.3901 4.7357 -0.7992  0.2046
H: 0.1666 3.7350 -2.1519  0.2035
H: -0.5420 2.2548 -0.4009  0.2434
H: 0.4581 3.0695 0.8163  0.2257
H: 3.0088 -0.0995 -1.4376  0.4281
H: 1.1091 -0.5397 -3.3618  0.4936
H: 1.1860 -1.7785 -0.3990  0.2433
H: -0.8906 -3.1076 -0.5588  0.2311
H: -5.0389 -3.5345 -0.7284  0.2316
H: -5.3608 -5.9278 -1.1362  0.2337
H: -1.8524 -6.7758 1.1591  0.2349
H: -1.5423 -4.3557 1.5792  0.2350
H: -2.8623 -0.3172 2.0095  0.2347
H: -0.7586 1.0239 2.1437  0.2417
H: 3.1519 2.9779 0.3594  0.2487
H: 3.6787 2.0226 -1.0245  0.2273
H: 3.6670 4.4735 -1.5074  0.2185
H: 2.5639 3.5759 -2.5758  0.1903

## Properties
* E: -2187.26014 a.u.
* HOMO: -0.3056 hartree
* SMILES: COCCN1CCC(C(=O)NO)(S(=O)(=O)c2ccc(Oc3ccc(OC(F)(F)F)cc3)cc2)CC1
* total charge: 0
* largest force on an atom: 1.7 eV/Å
* multiplicity: 1
* energy above the lowest of the compared OMol25 structures with the same formula, charge and spin: 1.6 kcal per mole